Entry 1:
This record from the Open Molecules 2025 dataset describes a structure of composition C25H26F6N3O7PtS2Si. The level of theory is ωB97M-V/def2-TZVPD.

Geometry as ORCA input:
```
! wB97M-V def2-TZVPD RIJCOSX def2/J DEFGRID3
* xyz -1 3
C 1.7982 1.0759 5.7364
C -0.7241 -3.0342 -4.5006
C -1.4917 -1.1814 2.4250
S 3.7785 -2.5849 -1.8458
H 0.1218 2.5867 3.2203
Si -0.0887 1.9678 -2.6097
O 5.0953 -3.0691 -2.1226
H 0.6241 3.8327 -1.1875
C 0.2954 -0.4676 4.6534
H -0.5936 -1.8523 -6.2888
F 1.1363 -3.0798 0.5625
H -1.9472 2.4520 1.1689
H -0.6595 -3.9877 -5.0055
C -2.3274 1.1541 2.8253
O 2.6957 -3.5094 -1.6572
O -0.4329 0.7678 1.4083
H 0.8472 2.3001 -0.3583
H -0.7702 3.0272 -0.4577
H -0.8945 3.9752 -3.8170
F 3.3866 -2.5024 -4.4253
H -1.4348 2.5193 -4.6484
C -0.6839 -1.8323 -5.2086
O 1.5457 -0.4862 -0.5386
H -0.6595 0.3124 -5.0958
C -3.7174 3.0327 2.2324
Pt -0.7714 -0.7342 -0.5027
C -0.8347 -4.2071 -2.2592
C -2.6021 2.2374 2.0009
H 1.8090 3.0713 4.9412
H -3.9183 3.8719 1.5781
F 1.6639 -1.9839 2.3408
H -2.2580 3.0455 -3.1822
H -4.9551 1.4368 4.9397
C -0.1016 0.5226 3.7656
O 3.2510 -0.0685 1.1671
H 1.8660 2.8814 -3.8313
H 1.5497 1.2208 -4.3443
H -2.9757 0.0257 4.5214
C -3.1846 0.8756 3.8869
H -5.4351 3.3746 3.4715
F 4.1575 -0.6517 -3.6076
C -4.5674 2.7537 3.2891
N 3.8798 -1.4623 -0.7377
C 1.2433 -0.1880 5.6292
C 1.3912 2.0757 4.8643
C 3.3225 -1.6694 -3.3797
S 2.7230 -0.9611 0.1815
O -1.3112 -1.6955 1.2688
H -1.2839 -3.9920 -1.2910
C -0.8116 -0.6311 -3.1503
H 1.5564 -0.9759 6.3014
C -1.2833 2.9655 -3.6646
H 0.5202 0.8013 1.5718
H -1.3654 -5.0311 -2.7362
C 1.5638 1.8913 -3.4849
C -4.2953 1.6694 4.1139
C 2.1171 -2.4298 1.1670
H 2.3267 1.5211 -2.7979
H 0.1981 -4.5155 -2.0842
H -0.1356 -1.4542 4.5834
H 2.5484 1.2809 6.4886
C -0.8445 -2.9843 -3.1219
N -0.7471 0.3958 -2.2848
C 0.1624 2.8609 -0.9931
C -1.0790 0.3036 2.6063
C -0.7281 -0.6217 -4.5581
C 0.4466 1.8001 3.8918
F 2.0851 -1.1899 -3.3071
N -0.9388 -1.8132 -2.4953
O -1.9785 -1.7689 3.3793
F 3.1252 -3.2701 1.3994
*
```

Output
* ⟨S²⟩: 2.004
* orbital gap (spin up / spin down): 7.709 / 6.625 eV
* maximum force: 0.013 Eh/bohr
* ΔE to the lowest compared entry with this formula, charge and spin: 4.1 kcal/mol
* lowest unoccupied orbital energy (spin up / spin down): 2.511 / 1.274 eV


Entry 2:
This record from the Open Molecules 2025 dataset describes a structure of composition C17H31F3O2P2Pb at a distorted geometry. The level of theory is ωB97M-V/def2-TZVPD.

Geometry as ORCA input:
```
! wB97M-V def2-TZVPD RIJCOSX def2/J DEFGRID3
* xyz 0 1
H 1.1582 -2.2266 -4.6151
H -2.1069 -3.6611 -5.0708
H 2.2132 -0.9039 -3.2249
H -2.1140 2.2580 -5.8002
H -2.2007 -0.1758 -4.4077
C -0.5463 -0.1120 -5.8313
H -1.0395 3.6641 -5.9095
C -2.3414 0.9522 1.7561
C 1.3326 2.1809 -6.8522
C -1.5990 0.8637 0.3798
H 0.8722 4.0969 -4.9771
H -3.3858 -3.2057 -3.8855
H -1.1997 2.5839 -7.3024
C 1.0388 0.6756 -2.3332
C -2.3178 -3.4541 -4.0221
F -1.8493 1.9712 2.5119
H 2.3899 2.9704 -2.7297
C -1.1538 2.6086 -6.2067
P 0.2995 1.4726 -5.4275
H 3.0228 3.9067 -4.0982
C 2.0083 0.6940 -4.6557
H 0.7805 2.1912 -7.8026
H -2.0641 -1.5336 -5.5351
H -1.2148 0.2046 -6.6531
H 2.3155 0.0095 -5.4683
H -0.3891 -2.9096 0.0968
O -2.2140 0.1890 -0.5410
F -3.6843 1.1679 1.6114
C -1.2304 -3.4858 -0.3183
F -2.1978 -0.2160 2.4596
H -1.9565 -3.7842 0.4481
H 0.0785 -3.6354 -5.0012
C 1.0538 3.2082 -4.3783
H 2.2471 1.6000 -7.0132
H 0.1980 -0.7724 -6.3076
H -1.0709 3.0143 -3.9765
H 1.6681 1.3550 -1.7365
C 0.4462 -2.9592 -4.2062
H -2.1552 -4.3884 -3.4667
C 3.1006 1.7370 -4.3462
H 3.7316 1.9745 -5.2134
C -0.2169 1.4755 -2.7714
C 2.4006 3.0348 -3.8307
C -0.1056 2.4900 -3.9522
H -0.9221 -4.3497 -0.9284
H 0.7034 -0.1120 -1.6254
H 1.6518 3.2200 -6.6662
P -1.0688 -2.1532 -3.5289
H 0.9534 -3.5503 -3.4297
O -0.5150 1.4199 0.2741
H -0.9884 0.7116 -3.0134
C -1.4827 -0.8920 -4.8487
C 1.6884 0.0219 -3.4574
Pb -2.4407 -1.9417 -1.4149
H -0.5780 1.9755 -1.8596
H 3.8077 1.3887 -3.5636
*
```

Output
* orbital gap (spin up / spin down): 6.145 / 6.777 eV
* maximum force: 0.062 Eh/bohr
* ΔE to the lowest compared entry with this formula, charge and spin: 123.0 kcal/mol
* lowest unoccupied orbital energy (spin up / spin down): -0.081 / -0.047 eV


Entry 3:
This record from the Open Molecules 2025 dataset describes a cluster of 4 separate species, C3H12O4 in total at a distorted geometry. The level of theory is ωB97M-V/def2-TZVPD.

Geometry as ORCA input:
```
! wB97M-V def2-TZVPD RIJCOSX def2/J DEFGRID3
* xyz 0 1
C -0.1970 0.7683 1.4095
H -3.0519 -0.8896 2.1082
H -3.2691 -1.3814 0.5450
H -0.5271 0.3147 -0.7679
H 0.4675 1.4044 2.0003
H 1.6848 1.5258 -2.9924
H 2.1853 -0.6664 -1.6063
O -3.2066 -0.6786 1.1928
O -0.3521 -1.3007 2.6180
H 0.8911 0.0615 -3.2638
O 1.4289 0.6457 -2.7220
H 2.5199 -2.2595 -1.6620
H -1.2191 0.9583 1.8259
H 1.3408 -0.7952 1.5799
H -1.1835 1.8036 -0.3087
C -0.3381 1.1413 -0.0742
H 0.6770 1.5016 -0.3354
O 1.8813 -1.5668 -1.4254
C 0.2679 -0.5871 1.8784
*
```

Output
* SMILES string: CCC=O.O.O.O
* orbital gap: 9.869 eV
* maximum force: 0.055 Eh/bohr
* ΔE to the lowest compared entry with this formula, charge and spin: 31.0 kcal/mol
* lowest unoccupied orbital energy: 0.493 eV


Entry 4:
This record from the Open Molecules 2025 dataset describes a structure of composition C4H8N2O at a distorted geometry. The level of theory is ωB97M-V/def2-TZVPD.

Geometry as ORCA input:
```
! wB97M-V def2-TZVPD RIJCOSX def2/J DEFGRID3
* xyz 0 1
H -0.1645 1.3455 -0.2558
C -0.5615 0.3286 -0.3546
C 1.5258 -0.2838 -0.5572
H -2.4928 0.7963 0.4242
C 0.7702 -0.9969 0.4530
O -0.9056 -0.0095 -1.6509
H 0.2510 -1.8815 0.0835
N 1.0737 -0.9184 1.7347
H -2.1131 -0.9325 0.3965
H 2.0546 1.5499 -1.1079
H -1.3546 0.1175 1.6152
H -0.2676 0.3546 -2.2781
C -1.6989 0.0600 0.5828
H 1.6193 -0.0815 1.9433
N 2.2641 0.5517 -1.0286
*
```

Output
* orbital gap (spin up / spin down): 7.538 / 7.539 eV
* maximum force: 0.024 Eh/bohr
* ΔE to the lowest compared entry with this formula, charge and spin: 130.0 kcal/mol
* lowest unoccupied orbital energy (spin up / spin down): 0.167 / 0.168 eV


Entry 5:
This record from the Open Molecules 2025 dataset describes a structure of composition C34H40AlN4 at a distorted geometry. The level of theory is ωB97M-V/def2-TZVPD.

Geometry as ORCA input:
```
! wB97M-V def2-TZVPD RIJCOSX def2/J DEFGRID3
* xyz -1 1
C -1.1263 2.0901 -4.3062
H 1.3364 2.1077 -1.9585
C 0.6669 -2.5627 2.8824
C 0.1839 0.1649 -3.6015
H 2.4954 -1.1105 3.0451
H 1.7762 1.9301 -6.0509
C 0.8389 -2.2544 -3.6759
C 1.3599 -1.3360 2.5084
H -0.9123 3.3661 -7.0070
H 1.0773 -2.2814 -4.7081
H -1.5074 2.7487 2.2191
C -3.9237 -0.8633 4.2930
C 0.6233 1.3695 3.8880
C 2.1821 0.7645 1.9467
C -3.7318 -0.0718 2.0045
H -5.5887 -0.1734 3.1015
H 1.1352 2.1048 4.5295
H 3.1286 0.6883 -1.4251
H -0.3618 -3.0026 1.0539
C 1.0908 1.4914 2.4785
N 0.2866 -1.1304 -3.0062
N -1.6149 -0.0662 0.7672
H -0.4578 1.5434 3.9856
H 0.6414 3.9847 -6.4646
C -1.0016 0.9626 -3.4893
C 1.1127 1.8442 0.1801
H 1.3855 -4.3056 -2.7676
H 3.9118 -0.5002 2.1200
H 0.0025 3.0267 -1.2568
H -1.9458 -4.7490 2.2123
C 0.0423 -1.5296 -1.6339
C 0.8963 -3.3046 -2.7853
H 1.6835 3.5804 -1.0234
H 3.1197 0.1093 -5.3644
C -0.8938 -4.5020 4.1131
C 1.1966 0.5341 -4.5321
H 3.0007 -0.2036 -3.6040
H -2.0595 0.7701 0.3512
H 4.1935 1.5233 -0.2815
H 3.9111 -0.2259 -0.1222
H -1.1141 3.4132 0.6161
H -2.0242 2.6892 -4.2385
C 3.0742 -0.1452 2.7277
C -0.3232 3.6093 -6.1153
C -2.5394 -1.0734 4.3314
C -4.5102 -0.3503 3.1370
C 0.2584 -3.9008 4.7251
H -3.0833 0.8171 -2.9644
H 2.3125 -1.3207 -4.8027
H -2.0293 1.0568 -1.5746
H -2.0828 -0.5498 -2.3773
N 1.0553 -3.0677 4.0745
C 2.4691 -0.2579 -4.5690
H -1.5462 -5.1551 4.7137
C 0.4083 2.1279 1.4214
H 1.7043 -1.8168 1.3185
H -0.6928 -0.9140 3.2209
H -2.0724 -1.4613 5.2375
H -4.5334 -1.1039 5.1672
Al 0.4338 -0.4226 0.1148
C -0.3527 -3.2080 2.1302
C 3.4244 0.7317 -0.3650
H 0.8171 0.3752 4.3202
C -1.7750 -0.7723 3.1969
C 1.0330 2.6791 -1.0652
C 1.0019 1.6645 -5.3325
C -2.1050 0.5411 -2.5497
C 2.2579 1.0107 0.5287
H 0.4566 -4.1024 5.8038
C -0.1414 2.4412 -5.2223
C -2.3590 -0.3401 2.0320
H 3.4381 0.3226 3.6486
H -1.7594 -0.8173 0.0654
H -4.1710 0.3474 1.1045
N -0.1122 -2.9353 -1.8636
H -0.8465 4.4191 -5.6053
C -0.6854 3.1096 1.5801
C -1.1520 -4.1934 2.7605
H -0.2875 4.0211 2.0530
*
```

Output
* orbital gap (spin up / spin down): 5.093 / 4.037 eV
* maximum force: 0.171 Eh/bohr
* ΔE to the lowest compared entry with this formula, charge and spin: 209.7 kcal/mol
* lowest unoccupied orbital energy (spin up / spin down): 2.554 / 2.556 eV